# 1
DFT (ωB97M-V/def2-TZVPD) results for a molecular structure, C44H32F6N13NaO6S4 at a distorted geometry.

Properties
HOMO energy ... -0.086 Eh
ΔE to the lowest compared entry with this formula, charge and spin ... 12.01 kcal per mole
Total charge ... -2
Total energy ... -5213.54471 a.u.
Spin multiplicity ... 1
HOMO-LUMO gap ... 5.4 eV

Geometry (Å):
Na1 0.678 0.901 -0.462
C1 2.395 5.614 -1.071
C2 1.544 4.561 -1.379
N1 0.825 3.957 -0.445
C3 0.972 4.392 0.798
C4 1.814 5.452 1.098
N2 2.527 6.078 0.167
C5 0.196 3.685 1.859
C6 -0.166 4.346 3.026
C7 -0.841 3.656 4.018
C8 -1.129 2.323 3.790
C9 -0.778 1.739 2.577
N3 -0.120 2.409 1.633
C10 -1.143 0.319 2.269
C11 -1.889 -0.451 3.149
N4 -2.196 -1.723 2.911
C12 -1.747 -2.218 1.765
C13 -1.028 -1.449 0.864
N5 -0.724 -0.179 1.108
C14 -1.264 4.333 5.278
C15 -0.605 5.456 5.760
C16 -1.043 6.061 6.928
N6 -2.079 5.627 7.650
C17 -2.707 4.546 7.184
C18 -2.346 3.880 6.023
H1 2.989 6.093 -1.840
H2 1.432 4.182 -2.386
H3 1.942 5.799 2.119
H4 0.046 5.402 3.131
H5 -1.602 1.733 4.562
H6 -2.266 -0.045 4.081
H7 -1.962 -3.258 1.557
H8 -0.697 -1.864 -0.077
H9 0.261 5.855 5.247
H10 -0.533 6.941 7.307
H11 -3.552 4.196 7.769
H12 -2.930 3.030 5.692
C19 6.642 1.628 0.821
S1 6.189 1.740 -0.918
C20 4.403 1.826 -0.873
S2 3.572 2.203 0.559
N7 3.975 1.488 -2.079
N8 2.649 1.703 -2.293
C21 2.160 1.128 -3.324
C22 0.759 1.405 -3.725
C23 0.242 0.904 -4.917
C24 -1.076 1.170 -5.241
C25 -1.847 1.938 -4.380
C26 -1.248 2.409 -3.220
N9 0.019 2.154 -2.899
H13 7.725 1.766 0.857
H14 6.379 0.648 1.222
H15 6.138 2.405 1.391
H16 2.761 0.444 -3.927
H17 0.865 0.288 -5.555
H18 -1.505 0.777 -6.156
H19 -2.890 2.147 -4.587
H20 -1.810 2.996 -2.499
C27 -0.050 -7.567 -1.097
O1 -1.014 -6.706 -0.533
C28 -1.885 -6.113 -1.400
C29 -2.000 -6.438 -2.741
C30 -2.928 -5.765 -3.538
C31 -3.718 -4.748 -3.034
C32 -3.606 -4.452 -1.666
C33 -2.712 -5.129 -0.863
N10 -4.726 -4.181 -3.876
N11 -5.028 -2.948 -3.810
C34 -4.239 -1.942 -3.263
C35 -4.977 -0.857 -2.760
C36 -4.437 0.132 -1.979
C37 -3.043 0.145 -1.629
O2 -2.541 0.970 -0.859
C38 -2.207 -0.887 -2.327
N12 -0.866 -0.776 -2.175
C39 -0.074 -1.594 -2.844
C40 -0.563 -2.526 -3.766
C41 -1.917 -2.646 -3.929
C42 -2.800 -1.867 -3.152
H21 0.617 -7.856 -0.290
H22 0.528 -7.061 -1.875
H23 -0.509 -8.465 -1.524
H24 -1.384 -7.208 -3.182
H25 -3.026 -6.019 -4.588
H26 -4.237 -3.682 -1.238
H27 -2.623 -4.900 0.192
H28 -6.044 -0.875 -2.962
H29 -5.052 0.925 -1.570
H30 0.994 -1.496 -2.659
H31 0.124 -3.134 -4.345
H32 -2.316 -3.319 -4.673
F1 1.421 -3.488 1.457
C43 2.128 -2.980 0.456
F2 3.189 -3.746 0.224
F3 1.359 -3.046 -0.649
S3 2.596 -1.156 0.773
O3 2.177 -0.568 -0.485
O4 1.876 -0.768 1.956
N13 4.167 -1.201 0.988
S4 4.689 -1.883 2.334
O5 3.865 -2.957 2.828
O6 6.104 -2.095 2.226
C44 4.575 -0.636 3.707
F4 5.469 -1.010 4.645
F5 4.889 0.584 3.293
F6 3.381 -0.614 4.282

Forces on atoms 1 to 6 (eV/Å):
Na -0.6166 1.2904 -0.3623
C 0.0603 0.0435 0.0395
C -0.1227 -0.1484 0.0657
N -0.0644 0.0490 -0.1139
C -0.2587 -0.1716 0.1024
C 0.2151 0.1690 0.0274

Here are the Mulliken charges for atoms 1 to 99, given in e: number 1, Na, carries 0.707; number 2, C, carries -0.567; number 3, C, carries 0.019; number 4, N, carries 0.048; number 5, C, carries 0.192; number 6, C, carries -0.728; number 7, N, carries -0.668; number 8, C, carries -0.047; number 9, C, carries -0.708; number 10, C, carries 0.804; number 11, C, carries -1.196; number 12, C, carries 0.209; number 13, N, carries 0.601; number 14, C, carries -0.451; number 15, C, carries -0.475; number 16, N, carries -0.735; number 17, C, carries -1.070; number 18, C, carries -1.425; number 19, N, carries 1.855; number 20, C, carries 0.812; number 21, C, carries -0.562; number 22, C, carries -0.355; number 23, N, carries -0.680; number 24, C, carries -0.352; number 25, C, carries -0.557; number 26, H, carries 0.393; number 27, H, carries 0.265; number 28, H, carries 0.455; number 29, H, carries 0.700; number 30, H, carries 0.496; number 31, H, carries 0.543; number 32, H, carries 0.345; number 33, H, carries 0.987; number 34, H, carries 0.441; number 35, H, carries 0.365; number 36, H, carries 0.361; number 37, H, carries 0.432; number 38, C, carries -0.516; number 39, S, carries -0.168; number 40, C, carries 0.450; number 41, S, carries -0.379; number 42, N, carries -1.542; number 43, N, carries 1.080; number 44, C, carries -1.054; number 45, C, carries 1.098; number 46, C, carries -0.874; number 47, C, carries -0.273; number 48, C, carries -0.643; number 49, C, carries -0.383; number 50, N, carries 0.091; number 51, H, carries 0.399; number 52, H, carries -0.007; number 53, H, carries 0.217; number 54, H, carries 0.233; number 55, H, carries 0.423; number 56, H, carries 0.376; number 57, H, carries 0.399; number 58, H, carries 0.376; number 59, C, carries -0.953; number 60, O, carries -0.452; number 61, C, carries 0.871; number 62, C, carries -0.496; number 63, C, carries -0.501; number 64, C, carries -0.248; number 65, C, carries 0.049; number 66, C, carries -0.334; number 67, N, carries -0.866; number 68, N, carries -0.417; number 69, C, carries -0.088; number 70, C, carries -0.137; number 71, C, carries -1.230; number 72, C, carries 0.185; number 73, O, carries -0.663; number 74, C, carries -0.086; number 75, N, carries 1.681; number 76, C, carries -0.278; number 77, C, carries -2.005; number 78, C, carries -0.357; number 79, C, carries 0.629; number 80, H, carries 0.260; number 81, H, carries 0.361; number 82, H, carries 0.364; number 83, H, carries 0.384; number 84, H, carries 0.369; number 85, H, carries 0.283; number 86, H, carries 0.464; number 87, H, carries 0.388; number 88, H, carries 0.409; number 89, H, carries 0.529; number 90, H, carries 0.469; number 91, H, carries 0.637; number 92, F, carries -0.213; number 93, C, carries 0.260; number 94, F, carries -0.211; number 95, F, carries -0.054; number 96, S, carries 1.137; number 97, O, carries -0.509; number 98, O, carries -0.729; number 99, N, carries -0.286

***

# 2
DFT (ωB97M-V/def2-TZVPD) results for a molecular structure, C29H20AgCl4N5O4.

Properties
HOMO energy ... -0.063 Eh
ΔE to the lowest compared entry with this formula, charge and spin ... 0.00 kcal per mole
Total charge ... -2
Total energy ... -3679.81622 a.u.
Spin multiplicity ... 1
HOMO-LUMO gap ... 6.1 eV

Geometry (Å):
Ag1 -0.051 0.011 1.105
C1 2.400 0.794 -1.123
N1 2.297 0.343 0.278
C2 3.048 -0.903 0.527
C3 2.405 -2.112 -0.075
N2 2.638 -2.584 -1.277
C4 1.803 -3.681 -1.371
C5 1.616 -4.588 -2.415
C6 0.703 -5.610 -2.234
C7 -0.019 -5.744 -1.035
C8 0.155 -4.863 0.014
C9 1.074 -3.833 -0.177
N3 1.497 -2.822 0.647
C10 2.498 2.286 -1.160
N4 3.538 2.930 -0.668
C11 3.252 4.263 -0.887
C12 3.982 5.411 -0.578
C13 3.440 6.638 -0.913
C14 2.189 6.737 -1.546
C15 1.452 5.611 -1.864
C16 2.006 4.378 -1.531
N5 1.555 3.094 -1.699
H1 1.540 0.446 -1.688
H2 3.313 0.393 -1.578
H3 2.740 1.058 0.846
H4 3.097 -1.049 1.607
H5 4.066 -0.818 0.128
H6 2.169 -4.481 -3.340
H7 0.532 -6.322 -3.033
H8 -0.733 -6.553 -0.936
H9 -0.400 -4.948 0.940
H10 1.117 -2.472 1.587
H11 4.942 5.332 -0.083
H12 3.985 7.545 -0.679
H13 1.793 7.717 -1.783
H14 0.483 5.674 -2.341
H15 0.589 2.833 -2.027
Cl1 -4.288 -4.393 4.726
C17 -2.845 -3.611 4.148
C18 -1.605 -4.119 4.473
Cl2 -1.460 -5.542 5.464
C19 -0.456 -3.460 3.998
Cl3 1.124 -4.093 4.382
C20 -0.507 -2.303 3.224
O1 0.572 -1.703 2.796
C21 -1.815 -1.778 2.854
O2 -1.916 -0.743 2.102
C22 -2.938 -2.464 3.347
Cl4 -4.503 -1.836 2.908
O3 -1.022 2.747 -2.369
C23 -1.397 1.891 -1.522
O4 -0.630 1.081 -0.952
C24 -2.877 1.854 -1.188
C25 -3.371 0.985 -0.222
C26 -4.728 0.975 0.078
C27 -5.598 1.826 -0.590
C28 -5.108 2.694 -1.559
C29 -3.753 2.708 -1.853
H16 -2.709 0.318 0.316
H17 -5.090 0.298 0.841
H18 -6.657 1.815 -0.355
H19 -5.784 3.362 -2.082
H20 -3.344 3.378 -2.598

Forces on atoms 1 to 6 (eV/Å):
Ag 0.1154 -0.0032 -0.0356
C -0.0424 0.0167 -0.0206
N 0.0533 -0.1642 0.1231
C 0.0416 0.0933 -0.0291
C -0.1575 -0.0357 0.1996
N 0.1130 0.0347 -0.0447

Mulliken charges in e: number 1, Ag, carries 0.435; number 2, C, carries -0.053; number 3, N, carries 0.138; number 4, C, carries -1.611; number 5, C, carries 1.069; number 6, N, carries -0.840; number 7, C, carries 0.167; number 8, C, carries -0.656; number 9, C, carries -0.414; number 10, C, carries -0.470; number 11, C, carries -0.807; number 12, C, carries 0.605; number 13, N, carries 0.309; number 14, C, carries 0.005; number 15, N, carries -0.819; number 16, C, carries 0.191; number 17, C, carries -0.745; number 18, C, carries -0.357; number 19, C, carries -0.359; number 20, C, carries -0.802; number 21, C, carries 0.486; number 22, N, carries 0.180; number 23, H, carries 0.111; number 24, H, carries 0.346; number 25, H, carries 0.172; number 26, H, carries 0.513; number 27, H, carries 0.463; number 28, H, carries 0.404; number 29, H, carries 0.338; number 30, H, carries 0.381; number 31, H, carries 0.500; number 32, H, carries 0.008; number 33, H, carries 0.403; number 34, H, carries 0.350; number 35, H, carries 0.356; number 36, H, carries 0.465; number 37, H, carries 0.242; number 38, Cl, carries -0.248; number 39, C, carries 0.229; number 40, C, carries 0.103; number 41, Cl, carries -0.262; number 42, C, carries 0.500; number 43, Cl, carries -0.252; number 44, C, carries -0.315; number 45, O, carries -1.009; number 46, C, carries 0.190; number 47, O, carries -0.728; number 48, C, carries 0.301; number 49, Cl, carries -0.266; number 50, O, carries -0.981; number 51, C, carries 0.448; number 52, O, carries -0.510; number 53, C, carries 0.210; number 54, C, carries -0.250; number 55, C, carries -0.397; number 56, C, carries -0.458; number 57, C, carries -0.444; number 58, C, carries -0.392; number 59, H, carries 0.395; number 60, H, carries 0.301; number 61, H, carries 0.365; number 62, H, carries 0.356; number 63, H, carries 0.411

***

# 3
DFT (ωB97M-V/def2-TZVPD) results for a molecular structure, C19H42P2SiTi at a distorted geometry.

Properties
HOMO energy (spin up / spin down) ... -0.156 / -0.156 Eh
ΔE to the lowest compared entry with this formula, charge and spin ... 149.85 kcal per mole
Total energy ... -2570.39766 a.u.
Spin multiplicity ... 3
HOMO-LUMO gap (spin up / spin down) ... 4.4 / 4.1 eV

Geometry (Å):
P1 -0.352 -2.311 -2.628
P2 0.360 1.626 -2.557
C1 -0.618 -0.826 -3.679
C2 0.581 0.137 -3.586
H1 -1.585 -0.339 -3.461
H2 -0.672 -1.205 -4.715
H3 1.513 -0.383 -3.256
H4 0.859 0.446 -4.609
C3 -0.840 2.637 -3.539
H5 -1.198 3.485 -2.941
H6 -1.708 2.025 -3.834
H7 -0.379 3.040 -4.451
C4 1.928 2.575 -2.835
H8 2.006 2.886 -3.887
H9 2.824 1.993 -2.576
H10 1.900 3.475 -2.202
C5 -1.876 -3.278 -2.730
H11 -1.916 -4.031 -1.928
H12 -1.900 -3.805 -3.706
H13 -2.769 -2.631 -2.669
C6 0.891 -3.184 -3.660
H14 1.681 -2.486 -3.994
H15 0.399 -3.612 -4.544
H16 1.343 -4.004 -3.078
Ti1 -0.799 -1.025 3.235
C7 0.402 1.884 -0.717
C8 -0.852 1.278 -1.219
C9 -1.375 -0.053 -0.688
C10 -0.476 -1.208 -0.154
C11 0.588 -1.799 -1.197
C12 1.870 -1.115 -1.247
C13 2.341 0.073 -0.582
C14 1.457 1.156 0.088
C15 0.840 -2.299 2.986
H17 0.310 2.943 -0.436
H18 -1.692 1.979 -1.322
H19 -2.065 -0.448 -1.447
H20 -2.067 0.213 0.148
H21 -0.020 -1.012 0.847
H22 -1.189 -2.034 0.025
H23 0.845 -2.823 -0.839
H24 2.719 -1.687 -1.657
H25 2.923 0.582 -1.368
H26 3.094 -0.264 0.162
H27 0.986 0.768 0.997
H28 2.176 1.916 0.450
H29 1.664 -1.910 3.591
H30 1.144 -2.403 1.941
H31 0.460 -3.265 3.358
C16 -2.686 1.053 4.680
Si1 -0.827 1.141 4.689
C17 -0.174 2.779 5.283
C18 -0.205 -0.376 5.615
C19 -0.253 0.851 2.924
H32 -2.991 0.994 5.734
H33 -3.114 0.180 4.163
H34 -3.148 1.960 4.259
H35 -0.734 3.072 6.179
H36 0.887 2.677 5.552
H37 -0.263 3.574 4.524
H38 -0.378 -1.413 5.144
H39 0.863 -0.265 5.840
H40 -0.789 -0.346 6.547
H41 -0.780 1.430 2.156
H42 0.836 1.012 2.823

Forces on atoms 1 to 6 (eV/Å):
P 0.3532 1.5400 -3.2474
P -0.7006 1.1364 1.6874
C -0.1890 -0.2656 -0.3954
C 1.1835 -0.3368 -0.9566
H 0.4968 -0.1648 -0.0043
H -0.1377 0.1524 0.2544

Mulliken charges in e: number 1, P, carries 0.693; number 2, P, carries 1.002; number 3, C, carries -1.083; number 4, C, carries -1.340; number 5, H, carries 0.536; number 6, H, carries 0.702; number 7, H, carries 0.424; number 8, H, carries 0.674; number 9, C, carries -1.560; number 10, H, carries 0.409; number 11, H, carries 0.365; number 12, H, carries 0.389; number 13, C, carries -1.622; number 14, H, carries 0.459; number 15, H, carries 0.415; number 16, H, carries 0.367; number 17, C, carries -1.401; number 18, H, carries 0.362; number 19, H, carries 0.405; number 20, H, carries 0.395; number 21, C, carries -1.440; number 22, H, carries 0.346; number 23, H, carries 0.440; number 24, H, carries 0.454; number 25, Ti, carries 0.115; number 26, C, carries -0.510; number 27, C, carries -0.314; number 28, C, carries -0.725; number 29, C, carries -0.422; number 30, C, carries 1.452; number 31, C, carries -2.200; number 32, C, carries -0.706; number 33, C, carries 0.636; number 34, C, carries -1.230; number 35, H, carries 0.470; number 36, H, carries 0.671; number 37, H, carries 0.575; number 38, H, carries 0.509; number 39, H, carries -1.012; number 40, H, carries 0.771; number 41, H, carries 0.652; number 42, H, carries 0.106; number 43, H, carries 0.145; number 44, H, carries 0.499; number 45, H, carries -1.715; number 46, H, carries 0.648; number 47, H, carries 0.289; number 48, H, carries 0.307; number 49, H, carries 0.355; number 50, C, carries -1.073; number 51, Si, carries 0.245; number 52, C, carries -1.066; number 53, C, carries -0.810; number 54, C, carries -0.524; number 55, H, carries 0.322; number 56, H, carries 0.379; number 57, H, carries 0.307; number 58, H, carries 0.348; number 59, H, carries 0.314; number 60, H, carries 0.308; number 61, H, carries 0.228; number 62, H, carries 0.354; number 63, H, carries 0.394; number 64, H, carries 0.246; number 65, H, carries 0.271